Computed, not measured: a 8-piece molecular cluster, C24H39Br2F3N16O12S overall, with ωB97M-V/def2-TZVPD.

Its HOMO energy is -8.6 eV. As for the frontier orbital gap: 7.43 eV. The value obtained for the largest force on an atom is 4.0 eV Å⁻¹. Its spin multiplicity is 1. The lowest unoccupied orbital energy is -0.04428 Eh. Its SMILES is C#CN1C(=O)c2c(S(=O)(=O)C(F)(F)F)cc(/C(Br)=C(/C)Br)c(CCC(N)=O)c2C1=O.NC(N)=O.NC(N)=O.NC(N)=O.NC(N)=O.NC(N)=O.NC(N)=O.NC(N)=O. Its charge is 0.

Last column: Löwdin charge in e.
Atoms and positions in Å:
C  -7.281544  -0.953614  -6.690546  -0.652
O  1.125182  -7.355327  -4.793975  -0.003
N  -2.036413  5.414265  6.029043  0.154
N  6.213963  -8.068474  0.160496  0.151
C  2.069508  -4.586582  2.976241  0.117
H  -3.864064  6.311284  4.526917  0.090
H  -2.112750  -1.418128  -0.521495  0.103
C  1.667028  -4.150765  1.891633  -0.115
H  5.701938  -5.201917  -1.164503  0.094
O  5.019426  -7.529047  -1.684761  0.019
H  -2.915987  0.243402  -0.462899  0.115
N  -8.099611  0.001084  -7.201582  0.156
H  5.985197  -9.039113  0.025648  0.107
H  1.369329  5.080744  1.839739  0.096
C  0.524599  -1.725553  0.340797  0.037
H  -1.547109  -0.677385  2.240821  0.136
C  -1.465925  -0.161428  1.232110  -0.112
H  -3.003656  8.581578  2.457021  0.100
C  2.893712  -0.791985  -0.454511  -0.166
H  2.539361  -5.760730  -2.430350  0.052
Br  1.899222  1.762852  3.231992  0.766
H  4.445942  3.187803  6.174101  0.095
H  4.236334  5.379793  6.930136  0.092
O  -3.879267  -0.919360  -2.550641  0.002
O  4.948350  -2.527724  -1.187849  -0.296
N  -2.490014  8.752951  1.609132  0.152
Br  -0.416334  3.385745  -0.701823  0.680
H  -5.384645  -0.237468  -0.019347  0.077
N  1.817407  -6.075893  -3.053622  0.151
H  -8.042365  -2.380780  -8.011569  0.098
H  -4.059821  -0.365739  -5.673688  0.096
H  -5.193397  -1.828308  -0.527458  0.077
H  -0.927518  7.176439  -0.693880  0.101
N  -1.309859  7.954208  -0.181934  0.156
F  6.766195  -1.265339  0.486294  0.080
C  -0.105737  -3.175401  0.454093  -0.276
H  -5.317673  -0.365652  -4.489454  0.065
N  -5.193523  -1.200681  0.290176  0.076
O  -3.772788  -1.806011  2.008561  0.051
C  -2.567731  -0.638844  0.174197  -0.098
C  2.023366  -3.483505  -0.469637  -0.283
C  -1.995036  7.669133  0.955503  -0.681
N  3.291132  -7.437924  -4.130334  0.154
N  3.277456  5.367548  6.634853  0.147
H  -1.870590  -0.822683  -5.017769  0.094
H  4.033098  -7.139132  -3.520128  0.053
H  -8.037473  0.921576  -6.799677  0.110
H  -0.445768  4.678200  2.079239  0.049
C  2.379499  0.617152  -0.123544  0.041
H  0.887495  -5.707056  -2.950314  0.101
H  6.787420  -7.806971  0.940936  0.094
N  -2.200694  -0.928573  -4.076413  0.152
H  -1.541696  -1.155249  -3.350791  0.096
C  5.716406  -7.184198  -0.742199  -0.677
H  -6.812604  -2.910003  -6.912181  0.114
F  6.427907  0.758666  -0.417514  0.068
N  -3.225530  5.674843  4.086936  0.151
H  3.079893  2.393458  5.461387  0.015
H  -8.751768  -0.162053  -7.946562  0.097
H  2.713766  6.189584  6.771400  0.104
O  2.595438  -4.161034  -1.293091  0.131
H  6.623405  -5.585559  0.251633  0.097
C  0.914975  2.865426  1.897142  -0.583
H  -2.370785  9.698196  1.294399  0.094
N  6.052963  -5.888663  -0.516022  0.166
O  1.509378  4.306144  5.701463  0.007
O  -6.494120  -0.729902  -5.781287  0.002
C  1.931139  -1.923065  -0.228018  0.013
H  0.768784  4.463786  3.455216  0.039
O  -1.426668  4.310023  4.146863  0.014
C  -2.180356  5.083664  4.718377  -0.668
C  0.957647  0.820005  0.407331  -0.183
C  5.762933  -0.342835  0.158008  -0.468
O  4.747817  -0.330022  -2.336849  -0.290
N  3.483667  3.212736  5.890850  0.139
H  -1.167931  8.884179  -0.530855  0.095
C  -3.503472  -0.783790  -3.709720  -0.668
N  1.127780  -4.003444  0.576864  0.013
C  -3.854238  -1.249396  0.909039  -0.409
C  2.018057  -6.982076  -4.043673  -0.701
O  -1.252579  -3.563758  0.408438  0.168
C  0.540315  2.314882  0.660015  -0.657
C  2.677911  4.295034  6.051467  -0.690
C  0.615510  4.372961  2.334549  -0.145
O  -2.153443  6.528928  1.358756  0.019
H  -1.268984  4.991455  6.526417  0.099
H  3.076548  1.498112  -0.301496  0.138
F  5.101994  0.149212  1.280516  0.076
N  -4.348524  -0.480080  -4.720582  0.141
H  -2.644399  6.046154  6.516151  0.089
H  2.499379  -5.037436  3.917323  0.058
C  -0.003700  -0.350816  0.674189  -0.032
H  -3.352610  5.447763  3.113393  0.087
H  -1.610829  0.964576  1.373079  0.118
N  -7.403751  -2.175594  -7.265361  0.160
S  4.569560  -1.110825  -1.102050  0.804
H  3.489944  -8.112675  -4.848902  0.102

Cartesian forces, eV/Å:
C -0.11 0.00 0.04
O -0.06 0.00 -0.03
N 0.34 0.00 0.66
N 0.06 -0.63 0.20
C -0.21 0.59 -1.53
H 0.07 -0.11 0.06
H -1.00 0.92 0.90
C 0.09 -1.76 0.63
H 0.04 0.00 0.16
O 0.03 0.01 -0.03
H 0.61 -1.30 0.77
N -0.16 0.57 -0.01
H 0.03 0.16 0.03
H -0.99 -1.11 0.40
C 1.85 2.25 -0.96
H -0.04 0.46 -1.35
C 0.62 0.88 -0.56
H 0.12 0.03 -0.12
C -3.70 0.36 1.55
H -0.15 -0.20 -0.13
Br -0.98 0.72 -1.49
H -0.08 0.04 -0.01
H -0.07 -0.03 -0.03
O 0.06 -0.06 0.10
O -1.11 2.30 1.02
N -0.34 0.32 0.45
Br 0.90 -1.17 1.28
H 0.26 -0.73 -0.29
N -0.27 0.22 0.14
H 0.04 0.05 0.06
H -0.10 -0.07 0.07
H 0.03 0.67 0.26
H -0.05 0.12 0.09
N 0.33 -0.13 -0.51
F -2.51 1.98 -0.33
C -0.47 1.41 0.55
H 0.21 -0.08 -0.17
N 1.34 0.34 0.12
O 0.41 1.44 -2.58
C -0.30 0.22 0.31
C 1.24 0.73 0.15
C 0.01 -0.26 0.05
N 0.49 -0.23 -0.43
N 0.07 0.63 0.25
H -0.06 -0.01 0.07
H -0.08 -0.18 0.20
H -0.03 -0.15 -0.07
H 1.42 -0.51 0.20
C -1.62 -2.58 0.11
H 0.15 -0.10 0.00
H -0.06 0.02 -0.08
N 0.71 -0.15 0.30
H -0.07 0.01 -0.17
C -0.03 0.20 -0.06
H -0.11 0.09 -0.05
F -1.55 -2.39 1.12
N -0.53 0.08 -0.43
H 0.12 0.34 0.15
H 0.06 -0.02 0.06
H 0.10 -0.13 -0.04
O -1.13 1.89 2.07
H -0.06 -0.03 -0.05
C -1.24 1.10 -2.04
H 0.01 -0.09 0.00
N -0.05 0.47 -0.21
O 0.04 0.09 0.13
O -1.09 -0.12 -0.77
C -1.01 1.70 0.32
H -0.33 -0.20 -1.47
O -0.54 0.08 0.37
C 0.23 -0.33 -0.23
C 0.96 -1.52 -1.31
C 2.14 1.66 1.02
O -0.52 -0.80 2.51
N 0.14 -0.62 -0.07
H -0.02 -0.07 0.05
C -0.25 0.19 -0.44
N -0.22 -1.02 1.02
C -0.08 -1.20 1.64
C -0.15 -0.11 -0.15
O 2.91 0.78 0.25
C 1.51 -0.79 2.98
C -0.23 -0.12 -0.11
C 0.87 -0.63 0.19
O -0.07 0.00 -0.10
H -0.04 0.06 -0.14
H -1.22 -1.21 0.37
F 1.42 -1.37 -1.93
N 0.66 0.24 0.92
H 0.01 -0.06 -0.09
H -0.89 1.06 -1.72
C 2.18 -0.58 -1.30
H 0.14 0.22 0.05
H 0.25 -1.58 0.12
N 0.22 -0.54 -0.01
S 0.58 -0.75 -3.09
H -0.08 0.11 0.13